1.
This record from the Open Molecules 2025 dataset describes a molecular structure, C8H16O10V in a non-equilibrium geometry. The level of theory is ωB97M-V/def2-TZVPD.

Gap between HOMO and LUMO   0.112 Ha
LUMO   6.144 eV
Molecular weight   323.15 g/mol
Charge   -3
Energy relative to the best compared isomer or geometry (same formula, charge and spin)   56.6 kJ/mol
E   -2010.67652 hartree

```
35
C8H16O10V (ωB97M-V/def2-TZVPD)
O -15.297 29.473 -29.608
V -15.194 27.839 -29.689
O -16.559 27.527 -30.468
C -13.022 26.974 -30.771
O -12.942 28.175 -30.319
O -14.089 26.343 -30.934
O -11.962 26.435 -30.819
C -15.351 26.830 -27.120
O -16.187 26.679 -27.994
O -15.100 25.881 -26.403
O -14.361 27.479 -27.449
C -20.457 28.279 -31.695
C -19.947 26.829 -32.045
C -19.697 26.062 -30.761
O -20.925 26.115 -32.856
H -20.424 28.886 -32.600
H -19.945 28.761 -30.863
H -21.510 28.261 -31.416
H -19.003 26.797 -32.588
H -20.551 25.993 -30.087
H -18.873 26.417 -30.142
H -19.544 25.026 -31.062
H -21.460 25.491 -32.361
C -17.741 30.636 -27.603
C -18.990 30.742 -26.821
C -20.131 30.872 -27.766
O -19.153 29.674 -25.885
H -17.561 31.469 -28.283
H -17.787 29.775 -28.271
H -16.904 30.606 -26.905
H -19.021 31.559 -26.100
H -20.035 30.046 -28.472
H -20.030 31.713 -28.452
H -21.072 31.185 -27.315
H -18.763 28.895 -26.289
```

These are the natural (NBO) partial charges, in e, on atoms 1 to 4: -0.6630 1.4523 -0.6594 0.8989



2.
This record from the Open Molecules 2025 dataset describes 3 unconnected molecules or ions with the total composition C8H16O2 in a non-equilibrium geometry. The level of theory is ωB97M-V/def2-TZVPD.

Gap between HOMO and LUMO (alpha / beta)   0.258 / 0.259 Ha
LUMO (alpha / beta)   0.692 / 0.693 eV
Molecular weight   144.21 g/mol
Energy relative to the best compared isomer or geometry (same formula, charge and spin)   524.3 kJ/mol
E   -464.73004 hartree

```
26
C8H16O2 (ωB97M-V/def2-TZVPD)
C -0.540 0.151 0.288
C 0.378 -0.651 -0.402
C -0.494 -2.401 0.538
C -0.349 0.477 1.742
C -1.958 0.277 -0.209
C 1.840 -0.746 -0.062
C 0.700 2.193 -2.194
C 0.410 1.980 -0.713
O 0.186 -2.705 1.713
O 0.579 2.877 0.081
H -0.208 -2.218 2.447
H 0.120 -0.863 -1.435
H -0.191 -3.092 -0.244
H -1.577 -2.370 0.648
H 0.557 0.050 2.173
H -2.058 -0.046 -1.246
H -0.261 1.565 1.849
H -1.207 0.162 2.342
H -2.283 1.318 -0.126
H -2.649 -0.311 0.403
H 2.188 0.086 0.551
H 2.053 -1.661 0.500
H 2.444 -0.760 -0.971
H 0.830 3.256 -2.427
H -0.120 1.783 -2.787
H 1.610 1.649 -2.458
```

These are the natural (NBO) partial charges, in e, on atoms 1 to 4: 0.1340 -0.1734 -0.1021 -0.7091



3.
This record from the Open Molecules 2025 dataset describes C8H16O3S2 in the gas phase in a non-equilibrium geometry. The level of theory is ωB97M-V/def2-TZVPD.

Gap between HOMO and LUMO   0.336 Ha
LUMO   0.359 eV
Molecular weight   224.35 g/mol
Energy relative to the best compared isomer or geometry (same formula, charge and spin)   28.5 kJ/mol
E   -1336.39423 hartree

```
29
C8H16O3S2 (ωB97M-V/def2-TZVPD)
C 3.211 -0.920 0.030
C 2.092 -1.882 -0.140
C 3.007 0.443 -0.568
C 0.291 0.237 -0.216
C -2.526 -0.340 -1.215
C -3.338 0.875 0.802
C -0.952 0.969 0.255
C -2.187 0.055 0.218
O 0.781 -0.882 2.087
O 1.444 2.538 -0.536
O -0.599 1.397 1.568
S 0.486 -1.351 0.710
S 1.686 1.328 0.235
H 3.664 -0.934 1.099
H 4.034 -1.427 -0.469
H 1.755 -2.021 -1.176
H 2.470 -2.824 0.331
H 3.985 1.106 -0.412
H 2.912 0.205 -1.636
H 0.012 -0.155 -1.269
H -3.322 -0.975 -1.352
H -2.879 0.545 -1.723
H -1.632 -0.766 -1.590
H -4.056 0.986 -0.019
H -3.083 1.954 1.116
H -3.891 0.230 1.411
H -1.280 1.782 -0.329
H -1.925 -0.837 0.779
H -0.160 0.662 2.010
```

These are the natural (NBO) partial charges, in e, on atoms 1 to 4: -0.4471 -0.5760 -0.6583 -0.6734



4.
This record from the Open Molecules 2025 dataset describes 2 unconnected molecules or ions with the total composition C8H16O4 in a non-equilibrium geometry. The level of theory is ωB97M-V/def2-TZVPD.

Gap between HOMO and LUMO   0.401 Ha
LUMO   0.709 eV
Molecular weight   176.21 g/mol
Energy relative to the best compared isomer or geometry (same formula, charge and spin)   109.4 kJ/mol
E   -615.36316 hartree

```
28
C8H16O4 (ωB97M-V/def2-TZVPD)
C 10.876 9.480 -8.406
C 11.492 8.071 -8.222
C 10.481 6.998 -7.796
O 10.793 5.976 -7.175
O 9.188 7.256 -8.142
C 8.107 6.391 -7.674
H 10.224 9.822 -7.585
H 10.268 9.383 -9.321
H 11.653 10.243 -8.580
H 11.811 7.688 -9.211
H 12.375 8.053 -7.554
H 8.042 5.414 -8.183
H 7.154 6.926 -7.819
H 8.252 6.216 -6.594
C 6.308 5.694 -1.772
C 5.046 5.662 -2.663
C 5.241 6.782 -3.715
O 5.731 7.813 -3.567
O 4.787 6.263 -4.802
C 4.879 7.100 -5.952
H 7.241 5.492 -2.324
H 6.170 4.906 -1.014
H 6.407 6.664 -1.257
H 4.767 4.675 -3.079
H 4.241 5.974 -1.969
H 4.619 8.109 -5.590
H 4.151 6.806 -6.727
H 5.882 7.138 -6.408
```

These are the natural (NBO) partial charges, in e, on atoms 1 to 4: -0.6090 -0.4985 0.7983 -0.6063



Look up the E of the first one. -2010.67652 hartree



Number 3 is which compound? C8H16O3S2



Which of these has the highest energy relative to the best compared isomer or geometry (same formula, charge and spin)? C8H16O2



Which of these has the lowest molecular weight? C8H16O2